(1)
{"formula": "C4H8O2", "method": "ωB97M-V/def2-TZVPD", "largest_force_ha_per_bohr": 0.0817, "total_charge": 0, "orbital_gap_ev": 10.80, "e_above_lowest_kcal_mol": 27.4, "total_energy_ev": -8372.0955, "species": ["O", "O", "C", "C", "C", "C", "H", "H", "H", "H", "H", "H", "H", "H"], "coordinates": [[-1.273, 0.975, 2.404], [-1.569, -0.926, 1.355], [0.006, -0.405, -0.584], [0.231, 0.493, 0.583], [0.989, 0.162, -1.632], [-0.947, 0.263, 1.502], [0.875, 0.026, -2.716], [0.529, 1.540, 0.627], [1.129, 0.042, 1.071], [1.114, 1.214, -1.487], [-1.009, -0.410, -1.050], [-2.320, -1.225, 1.922], [2.015, -0.305, -1.587], [0.230, -1.444, -0.407]]}


(2)
{"formula": "C8H16N3", "method": "ωB97M-V/def2-TZVPD", "largest_force_ha_per_bohr": 0.0861, "total_charge": 1, "orbital_gap_ev": 8.56, "e_above_lowest_kcal_mol": 13.8, "total_energy_ev": -13018.8298, "species": ["N", "N", "N", "C", "C", "C", "C", "C", "C", "C", "C", "H", "H", "H", "H", "H", "H", "H", "H", "H", "H", "H", "H", "H", "H", "H", "H"], "coordinates": [[2.104, 1.558, -2.008], [-0.779, -1.699, -0.996], [1.007, -0.428, -0.285], [-1.979, 1.227, 0.163], [3.214, 0.871, -1.781], [-2.571, -0.976, 1.265], [3.303, -0.229, -0.959], [-0.681, 0.419, 2.171], [2.238, -0.836, -0.289], [-1.512, 0.044, 0.970], [-0.192, -0.823, -0.208], [-2.482, 0.924, -0.752], [1.259, 1.292, -1.520], [-0.263, -2.258, -1.662], [-3.209, -1.184, 0.407], [-1.770, -1.862, -0.915], [4.106, 1.212, -2.290], [-2.150, -1.905, 1.645], [-2.688, 1.801, 0.761], [-1.151, 1.888, -0.087], [0.172, 1.031, 1.891], [-3.211, -0.565, 2.046], [2.479, -1.711, 0.316], [-1.290, 0.997, 2.864], [-0.324, -0.465, 2.696], [2.103, 2.371, -2.603], [4.267, -0.695, -0.842]]}


(3)
{"formula": "C34H54FeN3O2P2", "method": "ωB97M-V/def2-TZVPD", "largest_force_ha_per_bohr": 0.1724, "total_charge": 1, "orbital_gap_ev": [6.94, 7.64], "e_above_lowest_kcal_mol": 0.0, "s_squared": 6.059, "total_energy_ev": -97658.6797, "multiplicity": 5, "species": ["Fe", "P", "P", "O", "O", "N", "N", "N", "C", "C", "C", "C", "C", "C", "C", "C", "C", "C", "C", "C", "C", "C", "C", "C", "C", "C", "C", "C", "C", "C", "C", "C", "C", "C", "C", "C", "C", "C", "C", "C", "C", "C", "H", "H", "H", "H", "H", "H", "H", "H", "H", "H", "H", "H", "H", "H", "H", "H", "H", "H", "H", "H", "H", "H", "H", "H", "H", "H", "H", "H", "H", "H", "H", "H", "H", "H", "H", "H", "H", "H", "H", "H", "H", "H", "H", "H", "H", "H", "H", "H", "H", "H", "H", "H", "H", "H"], "coordinates": [[0.191, -0.523, -0.121], [-1.758, 0.458, 1.056], [2.288, -0.971, -0.876], [-0.137, -3.214, 0.941], [1.339, -0.188, 2.275], [0.692, 1.382, -0.489], [1.454, -0.766, 4.429], [-1.094, -0.615, -1.513], [-3.638, -0.277, -4.852], [1.218, -0.114, -3.395], [1.679, -2.575, -3.040], [0.910, -1.454, 5.590], [-1.767, 0.456, -1.691], [0.067, -2.183, 0.428], [1.960, 1.763, -0.739], [5.013, -1.848, -0.806], [-2.933, 2.703, 2.337], [-3.307, -1.801, 0.529], [3.632, -2.096, -0.159], [2.210, 3.070, -1.145], [-4.223, -0.315, 2.300], [-1.710, 1.525, -0.554], [3.209, -3.567, -0.338], [0.872, -0.851, 3.232], [-0.171, 3.500, -1.160], [-3.544, 2.128, -4.598], [-1.834, 0.917, 3.802], [-2.821, 1.987, -3.411], [-0.363, 2.201, -0.719], [-2.515, 0.701, -2.941], [-1.757, 1.709, 2.474], [-3.498, -0.332, 0.944], [3.787, -1.838, 1.353], [3.035, 0.708, -0.612], [2.645, 0.077, 4.534], [-4.418, 0.344, -0.092], [-0.430, 2.499, 2.442], [-3.967, 1.004, -5.317], [1.142, 3.931, -1.382], [3.551, -0.938, -3.415], [-2.885, -0.426, -3.687], [2.186, -1.150, -2.751], [-4.301, -2.226, 0.322], [5.235, -2.579, -1.596], [2.126, -3.705, -0.230], [-5.450, 0.011, 0.106], [-0.302, 3.015, 3.409], [4.024, -0.793, 1.586], [2.936, 0.091, 5.582], [3.406, -0.991, -4.505], [0.888, -2.543, 5.415], [-2.848, -2.401, 1.325], [0.440, 1.842, 2.305], [-4.545, 1.132, -6.239], [2.893, -2.127, 1.915], [3.535, -3.977, -1.303], [-2.712, -1.908, -0.386], [-0.429, 3.262, 1.650], [-2.849, 0.923, 4.220], [-4.425, 0.702, 2.654], [-2.471, 2.856, -2.855], [0.795, -2.830, -2.437], [2.461, -3.330, -2.875], [-3.679, -0.870, 3.073], [-4.166, 0.044, -1.117], [1.681, 0.324, -4.298], [-5.198, -0.813, 2.165], [1.316, 4.933, -1.754], [2.437, 1.102, 4.198], [4.276, -1.711, -3.147], [5.796, -1.966, -0.043], [0.249, -0.570, -3.646], [3.472, -0.325, 3.929], [-3.963, -1.162, -5.399], [-4.415, 1.438, -0.035], [-2.548, 2.228, -0.577], [-1.041, 4.143, -1.291], [1.371, -2.627, -4.095], [-3.593, 2.651, 3.216], [1.546, -1.219, 6.446], [3.969, 0.050, -3.191], [3.854, 0.916, -1.313], [4.624, -2.453, 1.726], [-3.539, 2.556, 1.436], [-3.774, 3.131, -4.962], [3.242, 3.360, -1.279], [-1.180, 1.381, 4.553], [3.685, -4.172, 0.449], [-0.003, -1.529, 3.135], [-2.543, 3.732, 2.305], [-0.124, -1.116, 5.782], [5.130, -0.837, -1.207], [1.012, 0.743, -2.746], [-1.504, -0.124, 3.690], [-2.573, -1.411, -3.330], [3.467, 0.733, 0.399]]}